# 1
Molecular formula: C22H49N2OP3PbS
Method: DFT, ωB97M-V/def2-TZVPD

Calculated values
**HOMO (alpha / beta)**: -17.334 / -17.405 eV
**Molecular weight**: 689.84 u
**HOMO-LUMO gap (alpha / beta)**: 1.98 / 4.41 eV
**Energy above the lowest of the compared OMol25 structures with the same formula, charge and spin**: 7.68 kcal/mol
**Total energy**: -72541.4617 eV

Geometry as ORCA input:
```
! wB97M-V def2-TZVPD RIJCOSX def2/J DEFGRID3
* xyz 4 1
Pb 0.353 -0.156 -0.332
P 1.945 -1.017 1.947
P 1.598 2.347 -0.421
P -1.099 -2.535 -0.589
H -0.872 2.021 -9.389
C -1.814 1.478 -9.268
C -2.959 2.123 -8.967
H -2.981 3.208 -8.831
C 3.168 -1.926 0.926
C 3.043 0.091 2.872
C 1.186 -2.366 2.886
C 0.711 3.318 -1.684
C 1.844 3.422 1.017
C 3.218 1.869 -1.135
C -2.363 -2.296 -1.886
C -1.884 -3.391 0.811
C 0.211 -3.605 -1.316
H -1.799 0.399 -9.444
H -3.909 1.588 -8.886
H 3.919 -2.347 1.620
H 3.650 -1.231 0.238
H 2.679 -2.719 0.361
H 3.671 -0.462 3.575
H 2.483 0.872 3.401
H 3.682 0.599 2.132
H 1.797 -3.259 2.738
H 0.166 -2.570 2.546
H 1.140 -2.145 3.952
H 1.093 4.351 -1.746
H -0.354 3.329 -1.402
H 0.793 2.833 -2.668
H 2.834 3.908 0.981
H 1.746 2.825 1.937
H 1.054 4.188 1.022
H 3.741 2.768 -1.502
H 3.062 1.163 -1.970
H 3.830 1.366 -0.365
H -3.049 -3.158 -1.950
H -1.891 -2.127 -2.866
H -2.943 -1.395 -1.626
H -2.713 -4.030 0.462
H -2.294 -2.627 1.492
H -1.161 -4.006 1.364
H -0.228 -4.437 -1.891
H 0.865 -4.009 -0.524
H 0.831 -2.994 -1.995
C -1.286 0.767 -3.091
C -0.082 0.287 -3.716
C 0.029 0.088 -5.070
C -1.058 0.370 -5.907
C -2.273 0.799 -5.354
C -2.414 0.981 -3.983
O -1.357 0.967 -1.809
H 1.831 -0.923 -1.382
H 0.776 0.075 -3.065
H 0.981 -0.293 -5.483
H -0.977 0.255 -6.994
H -3.131 0.987 -6.014
H -3.359 1.275 -3.535
C -2.637 0.226 3.298
N -1.679 -0.014 4.375
C -2.176 -0.227 5.710
C -0.404 0.324 4.139
S -0.097 0.950 2.587
N 0.536 0.320 5.153
C 0.851 -0.797 6.017
C 1.081 1.629 5.550
H -3.645 0.236 3.709
H -2.539 -0.555 2.532
H -2.437 1.198 2.812
H -1.939 -1.231 6.058
H -1.777 0.501 6.430
H -3.265 -0.117 5.678
H 0.456 -1.744 5.647
H 1.949 -0.861 6.097
H 0.432 -0.597 7.016
H 1.434 1.540 6.580
H 0.268 2.374 5.496
H 1.908 1.955 4.895
*
```

---

# 2
Molecular formula: C22H50AlCaCl4FLiN4O13P
Method: DFT, ωB97M-V/def2-TZVPD

Calculated values
**HOMO**: -10.428 eV
**Molecular weight**: 844.44 u
**HOMO-LUMO gap**: 1.61 eV
**Energy above the lowest of the compared OMol25 structures with the same formula, charge and spin**: 22.60 kcal/mol
**Total energy**: -143503.0300 eV

Geometry as ORCA input:
```
! wB97M-V def2-TZVPD RIJCOSX def2/J DEFGRID3
* xyz 2 1
C -3.860 -1.449 0.160
C -3.842 -2.739 0.970
O -4.767 -2.948 1.715
N -2.736 -3.569 0.853
C -2.343 -3.845 -0.527
C -2.833 -4.777 1.691
C -2.099 -4.629 3.032
C -0.780 -3.841 2.856
C -1.074 -2.371 3.182
P 0.390 -1.263 3.122
C 0.145 0.448 2.393
N 1.345 1.285 2.573
C 0.913 -1.879 1.406
O 1.938 -1.075 0.842
C 1.686 -0.766 -0.482
O 2.870 -0.273 -1.022
C 2.742 1.017 -1.563
C 3.872 1.218 -2.561
O 3.585 2.408 -3.312
C -0.034 -0.413 4.869
O -1.137 0.020 5.144
N 1.004 -0.257 5.843
C 1.006 1.084 6.339
O 0.884 2.092 5.694
F 1.142 1.168 7.668
H -4.854 -1.241 -0.214
H -3.602 -0.640 0.840
H -3.126 -1.421 -0.641
H -1.595 -4.624 -0.577
H -3.191 -4.154 -1.146
H -1.863 -2.965 -0.948
H -3.844 -5.147 1.816
H -2.288 -5.556 1.166
H -2.739 -4.181 3.786
H -1.835 -5.621 3.385
H -0.051 -4.212 3.562
H -0.471 -4.014 1.835
H -1.479 -2.356 4.188
H -1.837 -1.920 2.555
H 1.645 -1.718 3.618
H -0.685 0.971 2.865
H -0.117 0.350 1.341
H 2.182 0.721 2.590
H 1.396 1.911 1.786
H 1.259 -2.938 1.425
H 0.027 -1.840 0.748
H 1.335 -1.679 -0.978
H 0.934 0.030 -0.570
H 1.818 1.153 -2.151
H 2.778 1.818 -0.821
H 3.891 0.373 -3.237
H 4.828 1.344 -2.067
H 3.824 3.130 -2.728
H 1.880 -0.342 5.328
Li -2.135 0.984 6.886
O 2.556 -3.843 2.312
H 3.387 -3.661 1.848
O -2.518 4.400 5.357
H -2.223 3.503 5.561
C -2.172 -4.037 -6.760
C -0.804 -4.010 -6.082
C -0.866 -3.982 -4.549
O -1.253 -2.702 -3.977
C -2.653 -2.451 -4.015
N -0.028 -2.881 -6.617
H -2.650 -3.052 -6.786
H -2.069 -4.357 -7.795
H -2.848 -4.733 -6.263
H -0.286 -4.929 -6.359
H 0.134 -4.177 -4.161
H -1.512 -4.768 -4.155
H -3.253 -3.346 -3.876
H -2.921 -1.973 -4.974
H -2.893 -1.745 -3.207
H 0.927 -2.929 -6.263
H -0.403 -2.031 -6.193
Ca -1.428 -0.474 -5.029
C -0.175 7.546 -1.398
O 0.924 6.722 -1.892
C 0.966 6.583 -3.252
O 0.199 7.063 -4.022
O 2.029 5.838 -3.548
C 2.222 5.648 -4.930
H -0.077 7.577 -0.319
H -0.083 8.551 -1.800
H -1.128 7.099 -1.663
H 2.370 6.657 -5.403
H 1.383 5.138 -5.402
H 3.125 5.053 -5.059
C 2.405 3.385 9.704
Cl 3.351 2.063 10.396
Cl 0.842 3.524 10.514
Cl 3.292 4.903 9.799
H 2.226 3.163 8.662
Cl 0.949 4.925 -0.856
Al 3.278 7.852 -6.249
O 4.024 9.367 -3.143
H 3.554 8.656 -2.680
*
```

---

# 3
Molecular formula: C22H50Cl12N2O4
Method: DFT, ωB97M-V/def2-TZVPD

Calculated values
**HOMO (alpha / beta)**: 0.069 / -7.143 eV
**Molecular weight**: 832.09 u
**HOMO-LUMO gap (alpha / beta)**: 1.85 / 9.04 eV
**Total energy**: -185064.8590 eV

Geometry as ORCA input:
```
! wB97M-V def2-TZVPD RIJCOSX def2/J DEFGRID3
* xyz -1 2
Cl 1.657 -6.000 -1.342
C 0.501 -5.273 -2.563
C -0.960 -5.651 -2.165
Cl -1.596 -4.917 -0.689
H 0.810 -5.627 -3.546
H 0.535 -4.193 -2.417
H -1.309 -6.681 -2.094
H -1.540 -5.224 -2.984
Cl 1.948 0.911 -3.271
C 2.542 1.481 -4.770
C 1.715 2.513 -5.464
Cl 0.311 1.755 -6.313
H 2.603 0.553 -5.339
H 3.550 1.852 -4.583
H 2.216 2.999 -6.301
H 1.334 3.242 -4.749
Cl 4.443 -2.272 -4.834
C 3.938 -2.098 -3.125
C 3.907 -3.489 -2.344
Cl 3.933 -3.355 -0.543
H 2.995 -1.554 -3.069
H 4.596 -1.372 -2.647
H 4.784 -4.029 -2.702
H 3.089 -4.097 -2.728
Cl -3.719 1.688 -5.467
C -3.094 1.964 -3.826
C -2.562 0.675 -3.148
Cl -3.813 -0.512 -2.931
H -3.890 2.424 -3.240
H -2.317 2.717 -3.960
H -2.062 0.953 -2.221
H -1.821 0.166 -3.765
Cl 0.089 -6.108 2.899
C 0.543 -4.379 2.867
C 1.426 -3.959 4.130
Cl 0.398 -4.166 5.589
H -0.408 -3.861 2.993
H 0.994 -4.143 1.904
H 1.639 -2.905 3.957
H 2.362 -4.496 4.286
Cl -1.942 -1.318 6.442
C -2.925 -1.751 5.014
C -2.461 -1.281 3.678
Cl -1.949 0.459 3.749
H -3.908 -1.290 5.114
H -3.012 -2.832 4.905
H -3.237 -1.278 2.913
H -1.702 -1.930 3.241
C 0.845 -0.030 -0.274
C 0.073 -0.694 0.910
C -0.647 -1.952 0.414
O 0.942 -1.106 1.890
H 1.622 -0.672 -0.687
H 1.470 0.761 0.141
H 0.182 0.289 -1.078
H -0.727 -0.042 1.261
H -1.290 -2.190 1.261
H 0.061 -2.770 0.278
H -1.205 -1.862 -0.518
H 1.547 -0.382 2.070
C -3.693 1.710 0.450
C -4.906 2.525 0.942
C -4.462 3.727 1.747
O -5.623 2.919 -0.222
H -2.956 1.277 1.126
H -3.148 2.377 -0.219
H -4.125 0.856 -0.071
H -5.512 1.767 1.439
H -3.819 4.448 1.243
H -3.769 3.323 2.486
H -5.353 4.141 2.218
H -4.999 3.407 -0.764
O -0.478 4.427 -0.433
C 0.700 4.627 -0.125
N 1.387 3.711 0.592
C 1.360 5.936 -0.666
H 2.303 3.979 0.922
H 0.942 2.910 1.017
H 1.447 6.667 0.137
H 0.725 6.207 -1.510
H 2.317 5.669 -1.113
O 2.710 0.886 2.452
C 3.259 1.829 3.037
N 4.426 2.162 2.560
C 2.670 2.493 4.257
H 4.919 3.001 2.831
H 4.518 1.639 1.701
H 1.602 2.602 4.073
H 3.226 3.350 4.638
H 2.828 1.765 5.052
*
```

---

# 4
Molecular formula: C22H50IrO3P2
Method: DFT, ωB97M-V/def2-TZVPD

Calculated values
**HOMO (alpha / beta)**: -19.672 / -21.376 eV
**Molecular weight**: 616.80 u
**HOMO-LUMO gap (alpha / beta)**: 8.43 / 3.03 eV
**Total energy**: -51132.3318 eV

Geometry as ORCA input:
```
! wB97M-V def2-TZVPD RIJCOSX def2/J DEFGRID3
* xyz 4 6
Ir -0.255 -0.188 -0.264
C 0.777 -1.403 -1.230
O 1.407 -2.231 -1.761
C -0.714 1.521 0.523
O -0.958 2.610 0.838
P -2.033 -0.111 -1.725
C -3.530 -0.798 -0.885
H -4.339 -0.698 -1.628
C -2.549 1.586 -2.294
H -2.365 2.200 -1.394
C -1.749 -1.186 -3.204
H -1.503 -2.164 -2.753
C 3.934 -0.533 0.068
P 2.770 0.212 1.251
H 3.742 -0.492 3.242
H 3.545 -1.557 -0.058
C 3.210 1.951 1.516
H 4.314 1.937 1.576
C -1.675 2.140 -3.422
H -1.949 1.711 -4.397
H -0.603 1.988 -3.248
H -1.850 3.224 -3.485
C -4.038 1.702 -2.658
H -4.188 2.623 -3.237
H -4.677 1.767 -1.770
H -4.387 0.863 -3.277
C -2.995 -1.375 -4.072
H -3.867 -1.723 -3.506
H -2.764 -2.147 -4.819
H -3.261 -0.460 -4.619
C -0.549 -0.742 -4.053
H -0.122 -1.638 -4.526
H 0.252 -0.272 -3.469
H -0.851 -0.055 -4.854
C -3.384 -2.282 -0.536
H -3.628 -2.918 -1.399
H -4.078 -2.538 0.277
H -2.373 -2.548 -0.204
C -3.900 0.053 0.334
H -3.101 0.028 1.092
H -4.816 -0.355 0.786
H -4.089 1.104 0.084
C 5.354 -0.617 0.645
H 5.384 -0.897 1.706
H 5.886 0.335 0.520
H 5.911 -1.382 0.087
C 3.942 0.139 -1.308
H 4.440 1.117 -1.275
C 1.639 -0.498 3.719
H 2.933 0.253 -1.725
H 4.508 -0.501 -1.999
C 2.867 -2.302 2.454
H 0.786 -1.159 3.522
H 1.968 -0.676 4.753
H 1.265 0.529 3.659
C 2.795 -0.797 2.761
H 2.607 -2.867 3.357
H 3.869 -2.622 2.147
H 2.155 -2.587 1.668
C 2.663 2.533 2.822
H 1.566 2.597 2.798
H 3.051 3.553 2.940
H 2.972 1.957 3.699
C 2.791 2.845 0.343
H 3.015 2.416 -0.638
H 3.331 3.799 0.420
H 1.716 3.062 0.386
H -0.233 -1.507 0.906
H -1.069 -1.498 0.616
C -2.287 -1.263 3.502
C -1.832 0.193 3.378
O -0.945 0.459 2.349
H -3.101 -1.340 4.231
H -1.463 -1.895 3.856
H -2.645 -1.659 2.544
H -2.728 0.840 3.311
H -1.304 0.455 4.314
H 1.385 0.181 0.691
*
```

---

# 5
Molecular formula: C22H50LaN3P3Se
Method: DFT, ωB97M-V/def2-TZVPD

Calculated values
**HOMO (alpha / beta)**: -15.580 / -15.581 eV
**Molecular weight**: 667.45 u
**HOMO-LUMO gap (alpha / beta)**: 2.38 / 2.35 eV
**Energy above the lowest of the compared OMol25 structures with the same formula, charge and spin**: 45.79 kcal/mol
**Total energy**: -122139.1095 eV

Geometry as ORCA input:
```
! wB97M-V def2-TZVPD RIJCOSX def2/J DEFGRID3
* xyz 3 1
La 0.620 0.377 -0.367
P -0.439 0.535 2.457
P 0.012 -2.536 0.171
P -2.419 0.040 -0.578
H 1.295 7.765 -5.634
C 0.305 8.092 -5.303
C 0.157 8.973 -4.304
H 1.017 9.397 -3.778
C 0.966 0.986 3.509
C -1.308 -0.709 3.464
C -1.475 2.066 2.593
C 0.367 -3.442 -1.399
C 1.341 -3.185 1.271
C -1.454 -3.436 0.836
C -2.910 1.750 -1.095
C -3.708 -0.390 0.655
C -2.947 -0.945 -2.023
H -0.556 7.701 -5.851
H -0.831 9.324 -3.991
H 1.582 1.738 3.015
H 1.575 0.108 3.717
H 0.599 1.396 4.452
H -0.670 -1.593 3.563
H -2.253 -1.005 3.001
H -1.512 -0.310 4.462
H -0.908 2.902 2.160
H -1.676 2.281 3.653
H -2.424 1.963 2.045
H 0.506 -4.517 -1.223
H 1.281 -3.026 -1.844
H -0.459 -3.291 -2.106
H 1.269 -4.277 1.396
H 1.253 -2.714 2.261
H 2.325 -2.932 0.855
H -1.260 -4.518 0.883
H -2.330 -3.267 0.196
H -1.680 -3.080 1.851
H -4.007 1.787 -1.176
H -2.445 1.982 -2.066
H -2.557 2.469 -0.342
H -4.682 -0.330 0.147
H -3.682 0.309 1.503
H -3.539 -1.416 1.011
H -4.044 -0.958 -2.047
H -2.562 -1.968 -1.930
H -2.536 -0.487 -2.929
C 0.249 1.736 -3.559
C 0.383 2.878 -2.724
C 0.295 4.158 -3.267
C 0.117 4.352 -4.643
C -0.015 3.217 -5.481
C 0.025 1.944 -4.934
Se 0.372 -0.102 -3.167
H -0.047 2.141 0.105
H 0.552 2.786 -1.638
H 0.373 5.050 -2.619
H 0.088 5.358 -5.071
H -0.146 3.326 -6.552
H -0.090 1.072 -5.579
C 4.684 2.232 1.092
N 4.828 0.884 1.625
C 6.055 0.512 2.284
C 3.845 0.004 1.408
N 2.795 0.422 0.675
N 3.904 -1.297 1.938
C 4.772 -2.275 1.273
C 3.777 -1.480 3.401
H 5.591 2.797 1.315
H 3.820 2.737 1.564
H 4.540 2.199 -0.003
H 5.865 0.146 3.300
H 6.599 -0.256 1.718
H 6.689 1.394 2.349
H 2.928 1.437 0.524
H 5.824 -2.221 1.600
H 4.402 -3.280 1.515
H 4.717 -2.121 0.192
H 2.842 -2.025 3.605
H 4.613 -2.077 3.808
H 3.746 -0.520 3.935
*
```

---

> Among the records above, which one has the lowest total energy?

C22H50Cl12N2O4

---

> molecular weight of number 4 (C22H50IrO3P2)?

616.80 u

---

> Which value of molecular weight does entry 5 give?

667.45 u

---

> Which of these has the lowest molecular weight?

C22H50IrO3P2